A.
The following is a DFT calculation (ωB97M-V/def2-TZVPD) of a 2-piece molecular cluster, C4H10OS overall.

Computed properties:
**Gap between HOMO and LUMO**: 0.36704 Ha
**SMILES string**: CC=O.CCS
**E_LUMO**: 0.03015 Eh

Atoms and positions in Å:
1 C -1.697 0.506 2.626
2 C -1.822 -0.410 1.460
3 O -2.740 -0.443 0.685
4 H -1.510 -0.059 3.545
5 H -0.804 1.120 2.500
6 H -2.540 1.160 2.810
7 H -0.939 -1.066 1.330
8 C 1.368 0.284 -2.824
9 C 1.095 0.779 -1.438
10 S 1.771 -0.354 -0.141
11 H 2.408 -0.031 -2.940
12 H 0.762 -0.582 -3.103
13 H 1.189 1.062 -3.574
14 H 0.035 0.783 -1.217
15 H 1.550 1.738 -1.221
16 H 0.940 -1.378 -0.349

B.
The following is a DFT calculation (ωB97M-V/def2-TZVPD) of a 2-piece molecular cluster, C4H10OS overall.

Computed properties:
**Gap between HOMO and LUMO (alpha / beta)**: 0.32879 / 0.26766 Ha
**E_LUMO (alpha / beta)**: 0.01536 / 0.01282 Eh

Atoms and positions in Å:
1 C 2.829 0.765 -0.385
2 C -2.083 -1.067 -0.125
3 C 0.341 -0.520 0.379
4 C -0.858 -0.204 -0.355
5 O 0.441 -0.729 1.700
6 S -1.357 1.666 0.204
7 H 2.525 1.770 -0.611
8 H 3.134 -0.096 -0.917
9 H 3.357 0.991 0.622
10 H -2.666 -0.629 0.812
11 H -2.842 -0.974 -0.944
12 H -1.678 -2.116 0.035
13 H 1.269 -0.771 -0.127
14 H -0.584 -0.104 -1.485
15 H -0.507 -0.535 2.002
16 H -1.320 2.553 -0.804

C.
The following is a DFT calculation (ωB97M-V/def2-TZVPD) of a 2-piece molecular cluster, C4H10OS overall.

Computed properties:
**Gap between HOMO and LUMO**: 0.36911 Ha
**SMILES string**: CC(C)=O.CS
**E_LUMO**: 0.02226 Eh

Atoms and positions in Å:
1 C 1.823 0.786 -0.944
2 C 2.452 -0.180 0.066
3 C 1.737 -0.523 1.306
4 O 3.493 -0.728 -0.277
5 H 2.718 1.210 -1.426
6 H 1.383 0.277 -1.880
7 H 1.098 1.499 -0.543
8 H 1.104 -1.308 0.911
9 H 2.467 -0.720 2.246
10 H 1.120 0.312 1.564
11 C -3.706 -0.192 -0.092
12 S -1.971 -0.056 0.636
13 H -4.305 0.741 -0.088
14 H -3.446 -0.417 -1.147
15 H -4.354 -0.936 0.324
16 H -1.615 0.234 -0.657

Result of the stability comparison: B is the least stable of them.

A.
The following is a DFT calculation (ωB97M-V/def2-TZVPD) of C4H10OS in the gas phase.

Computed properties:
**Gap between HOMO and LUMO**: 0.34544 Ha
**SMILES string**: CO[C@@H](C)SC
**E_LUMO**: 0.03378 Eh

Atoms and positions in Å:
1 C 2.473 -0.985 0.047
2 O 1.432 -0.054 -0.501
3 C 0.212 0.179 0.010
4 C 0.004 1.663 -0.298
5 S -0.912 -0.886 -0.696
6 C -2.556 -0.503 0.170
7 H 2.436 -2.193 -0.179
8 H 3.395 -0.561 -0.519
9 H 2.725 -0.771 1.123
10 H 0.020 -0.016 1.028
11 H 0.650 2.259 0.253
12 H 0.053 1.644 -1.419
13 H -1.065 1.935 -0.192
14 H -3.143 0.533 0.050
15 H -2.601 -1.014 1.368
16 H -3.124 -1.231 -0.243

B.
The following is a DFT calculation (ωB97M-V/def2-TZVPD) of a 2-piece molecular cluster, C4H10OS overall.

Computed properties:
**Gap between HOMO and LUMO**: 0.37154 Ha
**SMILES string**: CC=O.CCS
**E_LUMO**: 0.03225 Eh

Atoms and positions in Å:
1 C 0.640 -2.197 1.107
2 C 0.220 -2.527 -0.315
3 O -0.887 -2.909 -0.578
4 H 1.051 -1.188 1.119
5 H -0.166 -2.515 1.757
6 H 1.517 -2.802 1.363
7 H 0.964 -2.475 -1.127
8 C -0.769 1.877 -1.553
9 C 0.011 1.052 -0.548
10 S 0.423 2.031 0.955
11 H -1.600 2.309 -0.995
12 H -0.232 2.791 -1.818
13 H -0.988 1.310 -2.451
14 H 0.967 0.672 -0.936
15 H -0.454 0.089 -0.323
16 H -0.789 2.650 1.013

Result of the stability comparison: A is the least stable of them.

A.
The following is a DFT calculation (ωB97M-V/def2-TZVPD) of C4H5ClN2 in the gas phase.

Computed properties:
**Gap between HOMO and LUMO**: 0.35142 Ha
**SMILES string**: Cl[C@@H]1[C@H]2C=NN[C@@H]12
**E_LUMO**: 0.03666 Eh

Atoms and positions in Å:
1 Cl -1.146 2.577 0.182
2 C -0.421 1.080 -0.450
3 C -0.679 0.001 0.598
4 C -0.550 -1.464 0.114
5 N 0.635 -1.707 -0.406
6 N 1.385 -0.591 -0.359
7 C 0.780 0.558 0.272
8 H -0.628 1.024 -1.561
9 H -1.086 0.194 1.629
10 H -1.396 -2.091 0.010
11 H 1.748 -0.631 -1.306
12 H 1.357 1.051 1.277

B.
The following is a DFT calculation (ωB97M-V/def2-TZVPD) of C4H5ClN2 in the gas phase.

Computed properties:
**Gap between HOMO and LUMO (alpha / beta)**: 0.31189 / 0.31185 Ha
**E_LUMO (alpha / beta)**: -0.03602 / -0.03607 Eh

Atoms and positions in Å:
1 C 0.922 -0.206 0.495
2 C -1.509 -0.454 0.134
3 C -1.261 0.974 0.215
4 C -0.150 0.025 -0.382
5 N 2.287 -1.668 -0.146
6 N 2.081 -0.550 0.048
7 Cl 3.451 0.946 -0.070
8 H -1.449 -1.078 1.068
9 H -1.969 -0.890 -0.745
10 H -1.748 1.666 -0.391
11 H -0.763 1.106 1.178
12 H 0.109 0.128 -1.404

C.
The following is a DFT calculation (ωB97M-V/def2-TZVPD) of C4H5ClN2 in the gas phase.

Computed properties:
**Gap between HOMO and LUMO (alpha / beta)**: 0.27795 / 0.27790 Ha
**E_LUMO (alpha / beta)**: 0.01385 / 0.01379 Eh

Atoms and positions in Å:
1 C -1.527 -0.341 0.569
2 C 0.563 -0.917 -0.345
3 C -0.031 1.341 1.047
4 C 1.521 -0.963 -1.390
5 N -0.679 -0.876 -0.207
6 N -1.255 0.907 1.147
7 Cl 0.375 2.912 1.728
8 H -2.505 -0.740 0.924
9 H 2.575 -1.255 -1.168
10 H 1.234 -1.486 -2.310
11 H 1.641 -0.015 -1.724
12 H -1.912 1.432 1.728

Result of the stability comparison: B is the least stable of them.

A.
The following is a DFT calculation (ωB97M-V/def2-TZVPD) of C4H5ClN2 in the gas phase.

Computed properties:
**Gap between HOMO and LUMO**: 0.33968 Ha
**SMILES string**: Cc1nc(Cl)c[nH]1
**E_LUMO**: 0.02694 Eh

Atoms and positions in Å:
1 C -2.792 -0.712 0.092
2 C -1.385 -0.220 -0.027
3 N -0.263 -0.898 -0.113
4 C 0.714 0.035 -0.023
5 Cl 2.371 -0.331 0.027
6 C 0.194 1.289 0.065
7 N -1.163 1.125 -0.055
8 H -2.884 -1.764 -0.226
9 H -3.189 -0.482 1.062
10 H -3.460 -0.196 -0.601
11 H 0.688 2.280 -0.006
12 H -1.859 1.847 -0.141

B.
The following is a DFT calculation (ωB97M-V/def2-TZVPD) of C4H5ClN2 in the gas phase.

Computed properties:
**Gap between HOMO and LUMO**: 0.37506 Ha
**SMILES string**: N=C=NC/C=C\Cl
**E_LUMO**: 0.02986 Eh

Atoms and positions in Å:
1 N -1.795 2.006 0.687
2 C -1.075 1.628 -0.202
3 N 0.007 1.483 -0.759
4 C 0.759 0.296 -0.957
5 C 0.502 -0.542 0.376
6 C -0.626 -1.137 0.673
7 Cl -1.910 -1.300 -0.431
8 H -2.813 2.222 0.617
9 H 1.872 0.626 -0.995
10 H 0.504 -0.059 -1.890
11 H 1.382 -0.553 0.941
12 H -0.856 -1.773 1.537

Result of the stability comparison: B is the least stable of them.

A.
The following is a DFT calculation (ωB97M-V/def2-TZVPD) of a 2-piece molecular cluster, C4H12OS2 overall.

Computed properties:
**Gap between HOMO and LUMO**: 0.34085 Ha
**SMILES string**: CCCSSC.O
**E_LUMO**: 0.02542 Eh

Atoms and positions in Å:
1 C -0.187 -1.800 1.987
2 C 0.154 -0.822 0.779
3 C -0.328 0.599 1.278
4 S -0.112 1.677 -0.163
5 S 1.810 1.836 -0.861
6 C 2.044 1.061 -2.448
7 H -1.241 -1.662 2.250
8 H -0.268 -2.807 1.686
9 H 0.539 -1.764 2.745
10 H 1.169 -0.946 0.755
11 H -0.315 -0.878 -0.254
12 H -1.456 0.570 1.567
13 H 0.193 0.930 2.239
14 H 2.843 1.555 -3.171
15 H 2.249 -0.014 -2.211
16 H 1.048 1.056 -3.034
17 O -3.072 0.336 -1.209
18 H -2.745 1.212 -1.085
19 H -2.326 -0.139 -0.851

B.
The following is a DFT calculation (ωB97M-V/def2-TZVPD) of a 2-piece molecular cluster, C4H12OS2 overall.

Computed properties:
**Gap between HOMO and LUMO**: 0.29228 Ha
**SMILES string**: CCSSCC.O
**E_LUMO**: -0.00465 Eh

Atoms and positions in Å:
1 C 3.449 0.193 1.977
2 C 2.158 0.323 1.122
3 S 1.813 -1.040 -0.109
4 S -0.326 -1.105 0.146
5 C -1.916 -1.037 -0.897
6 C -2.708 0.250 -0.693
7 H 3.624 -0.880 2.021
8 H 4.234 0.896 1.977
9 H 3.047 0.334 2.982
10 H 1.440 0.155 1.926
11 H 2.150 1.191 0.439
12 H -2.483 -1.885 -0.490
13 H -1.559 -1.228 -1.921
14 H -3.692 0.122 -0.318
15 H -2.330 1.050 -0.006
16 H -2.758 0.803 -1.655
17 O -3.382 3.534 -1.345
18 H -3.314 3.754 -0.409
19 H -2.445 3.406 -1.583

C.
The following is a DFT calculation (ωB97M-V/def2-TZVPD) of a 2-piece molecular cluster, C4H12OS2 overall.

Computed properties:
**Gap between HOMO and LUMO**: 0.34257 Ha
**SMILES string**: CCSSCC.O
**E_LUMO**: 0.01702 Eh

Atoms and positions in Å:
1 C 2.256 0.572 -0.315
2 C 2.341 0.428 1.138
3 S 1.516 -0.925 1.980
4 S -0.441 -0.370 1.936
5 C -0.685 -1.295 0.402
6 C -1.936 -1.563 -0.321
7 H 2.126 1.600 -0.704
8 H 1.191 0.298 -0.654
9 H 2.878 -0.095 -0.966
10 H 1.941 1.363 1.528
11 H 3.425 0.372 1.554
12 H 0.023 -0.973 -0.415
13 H -0.395 -2.278 0.807
14 H -2.015 -2.511 -0.847
15 H -1.920 -0.783 -1.128
16 H -2.926 -1.414 0.317
17 O -2.062 2.697 -1.591
18 H -2.422 2.594 -0.736
19 H -2.896 2.282 -1.986

D.
The following is a DFT calculation (ωB97M-V/def2-TZVPD) of a 2-piece molecular cluster, C4H12OS2 overall.

Computed properties:
**Gap between HOMO and LUMO**: 0.35032 Ha
**SMILES string**: CCSSCC.O
**E_LUMO**: 0.02555 Eh

Atoms and positions in Å:
1 C 2.300 1.355 2.726
2 C 2.836 0.749 1.450
3 S 2.168 1.475 -0.086
4 S 0.322 0.528 -0.183
5 C 0.653 -0.839 -1.364
6 C -0.373 -0.781 -2.507
7 H 2.545 0.713 3.574
8 H 1.220 1.427 2.746
9 H 2.749 2.311 2.974
10 H 2.532 -0.285 1.423
11 H 3.924 0.833 1.387
12 H 1.645 -0.642 -1.764
13 H 0.610 -1.838 -0.934
14 H -0.020 -1.455 -3.297
15 H -0.463 0.202 -2.970
16 H -1.362 -1.083 -2.203
17 O -6.942 -0.979 0.019
18 H -7.634 -0.331 -0.148
19 H -6.711 -1.361 -0.844

Result of the stability comparison: B is the least stable of them.